Density functional theory data (the ωB97M-V functional and the def2-TZVPD basis) for a 24-piece molecular cluster, C72H204N12O36 overall at a distorted geometry.

Last columns: bonded neighbours and bond lengths (Å).
Geometry (Å):
1 C 22.37 21.02 25.45  O2 1.400, H10 1.108, H11 1.091, H12 1.153
2 O 23.08 22.16 25.84  C1 1.400, C3 1.421
3 C 24.45 22.09 25.46  O2 1.421, C4 1.522, H13 1.129, H14 1.083
4 C 25.13 23.33 26.03  C3 1.522, N5 1.441, H15 1.112, H16 1.092
5 N 24.99 23.26 27.46  C4 1.441, C6 1.427, H17 0.985
6 C 25.70 24.24 28.22  N5 1.427, C7 1.531, H18 1.126, H19 1.088
7 C 25.38 25.67 27.77  C6 1.531, O8 1.426, H20 1.057, H21 1.075
8 O 24.00 25.92 27.54  C7 1.426, C9 1.365
9 C 23.64 27.24 27.44  O8 1.365, H22 1.107, H23 1.129, H24 1.071
10 H 22.58 20.68 24.42  C1 1.108
11 H 21.28 21.06 25.49  C1 1.091
12 H 22.72 20.09 26.03  C1 1.153
13 H 24.50 21.99 24.34  C3 1.129
14 H 24.89 21.20 25.88  C3 1.083
15 H 24.77 24.20 25.43  C4 1.112
16 H 26.19 23.18 25.84  C4 1.092
17 H 24.03 23.37 27.66  N5 0.985
18 H 26.80 24.01 28.22  C6 1.126
19 H 25.37 24.11 29.24  C6 1.088
20 H 25.83 25.91 26.84  C7 1.057
21 H 25.64 26.36 28.56  C7 1.075
22 H 22.55 27.34 27.34  C9 1.107
23 H 24.10 27.74 26.54  C9 1.129
24 H 24.03 27.72 28.31  C9 1.071
25 C 22.47 24.19 15.20  O26 1.425, H34 1.095, H35 1.081, H36 1.081
26 O 22.69 24.47 16.57  C25 1.425, C27 1.425
27 C 22.72 25.89 16.73  O26 1.425, C28 1.471, H37 1.089, H38 1.119
28 C 23.13 26.21 18.11  C27 1.471, N29 1.469, H39 1.123, H40 1.085
29 N 21.99 26.14 19.04  C28 1.469, C30 1.474, H41 1.042
30 C 22.41 26.20 20.45  N29 1.474, C31 1.551, H42 1.065, H43 1.134
31 C 21.44 25.36 21.33  C30 1.551, O32 1.377, H44 1.135, H45 1.105
32 O 22.01 24.11 21.37  C31 1.377, C33 1.422
33 C 21.38 23.19 22.24  O32 1.422, H46 1.099, H47 1.093, H48 1.125
34 H 21.43 24.45 14.97  C25 1.095
35 H 22.66 23.13 15.07  C25 1.081
36 H 23.24 24.59 14.56  C25 1.081
37 H 21.76 26.26 16.39  C27 1.089
38 H 23.49 26.33 16.04  C27 1.119
39 H 23.61 27.22 18.06  C28 1.123
40 H 23.93 25.53 18.37  C28 1.085
41 H 21.79 25.15 18.81  N29 1.042
42 H 22.44 27.17 20.89  C30 1.065
43 H 23.41 25.71 20.68  C30 1.134
44 H 20.41 25.33 20.86  C31 1.135
45 H 21.21 25.87 22.28  C31 1.105
46 H 20.31 23.39 22.40  C33 1.099
47 H 21.94 23.29 23.17  C33 1.093
48 H 21.55 22.16 21.83  C33 1.125
49 C 25.23 21.00 10.84  O50 1.444, H58 1.053, H59 1.119, H60 1.087
50 O 25.30 21.37 12.23  C49 1.444, C51 1.401
51 C 25.65 20.36 13.14  O50 1.401, C52 1.519, H61 1.094, H62 1.094
52 C 27.14 20.06 13.00  C51 1.519, N53 1.439, H63 1.099, H64 1.129
53 N 27.93 21.13 13.55  C52 1.439, C54 1.480, H65 1.042
54 C 29.39 20.88 13.66  N53 1.480, C55 1.473, H66 1.095, H67 1.140
55 C 29.97 21.89 14.56  C54 1.473, O56 1.435, H68 1.101, H69 1.097
56 O 29.21 22.03 15.77  C55 1.435, C57 1.412
57 C 29.36 20.87 16.57  O56 1.412, H70 1.070, H71 1.116, H72 1.095
58 H 24.25 20.71 10.56  C49 1.053
59 H 25.96 20.16 10.72  C49 1.119
60 H 25.59 21.84 10.27  C49 1.087
61 H 25.07 19.50 12.79  C51 1.094
62 H 25.37 20.61 14.16  C51 1.094
63 H 27.45 19.73 12.00  C52 1.099
64 H 27.37 19.14 13.62  C52 1.129
65 H 27.60 21.28 14.53  N53 1.042
66 H 29.85 20.96 12.67  C54 1.095
67 H 29.61 19.84 14.07  C54 1.140
68 H 30.00 22.91 14.14  C55 1.101
69 H 31.02 21.77 14.86  C55 1.097
70 H 28.92 20.00 16.12  C57 1.070
71 H 28.88 21.19 17.53  C57 1.116
72 H 30.42 20.67 16.72  C57 1.095
73 C 13.04 28.44 15.73  O74 1.381, H82 1.087, H83 1.113, H84 1.113
74 O 14.17 29.18 15.44  C73 1.381, C75 1.408
75 C 14.34 30.37 16.18  O74 1.408, C76 1.574, H85 1.090, H86 1.118
76 C 14.57 30.11 17.72  C75 1.574, N77 1.455, H87 1.084, H88 1.097
77 N 15.47 28.98 17.92  C76 1.455, C78 1.450, H89 0.987
78 C 16.81 29.16 17.38  N77 1.450, C79 1.534, H90 1.064, H91 1.109
79 C 17.52 27.86 17.77  C78 1.534, O80 1.411, H92 1.131, H93 1.064
80 O 17.87 28.00 19.13  C79 1.411, C81 1.481
81 C 18.85 26.97 19.55  O80 1.481, H94 1.077, H95 1.057, H96 1.113
82 H 12.97 27.72 14.91  C73 1.087
83 H 12.10 29.02 15.68  C73 1.113
84 H 13.10 27.89 16.70  C73 1.113
85 H 13.55 31.08 15.96  C75 1.090
86 H 15.25 30.84 15.73  C75 1.118
87 H 13.61 29.77 18.09  C76 1.084
88 H 14.85 31.07 18.17  C76 1.097
89 H 15.54 28.91 18.90  N77 0.987
90 H 17.25 30.03 17.83  C78 1.064
91 H 16.77 29.32 16.29  C78 1.109
92 H 18.46 27.65 17.17  C79 1.131
93 H 16.95 26.97 17.69  C79 1.064
94 H 18.33 26.06 19.78  C81 1.077
95 H 19.49 27.39 20.28  C81 1.057
96 H 19.62 26.85 18.75  C81 1.113
97 C 22.01 27.80 13.98  O98 1.461, H106 1.116, H107 1.081, H108 1.086
98 O 23.04 28.76 14.39  C97 1.461, C99 1.440
99 C 24.22 28.66 13.56  O98 1.440, C100 1.550, H109 1.066, H110 1.095
100 C 25.18 27.56 14.09  C99 1.550, N101 1.471, H111 1.078, H112 1.099
101 N 25.75 27.98 15.38  C100 1.471, C102 1.406, H113 1.038
102 C 26.51 26.90 15.88  N101 1.406, C103 1.542, H114 1.102, H115 1.086
103 C 27.31 27.40 17.09  C102 1.542, O104 1.455, H116 1.119, H117 1.078
104 O 26.32 28.03 17.95  C103 1.455, C105 1.401
105 C 26.81 28.41 19.21  O104 1.401, H118 1.082, H119 1.098, H120 1.108
106 H 21.67 28.03 12.94  C97 1.116
107 H 21.22 28.08 14.65  C97 1.081
108 H 22.34 26.77 14.08  C97 1.086
109 H 24.62 29.65 13.50  C99 1.066
110 H 23.90 28.55 12.52  C99 1.095
111 H 25.87 27.46 13.27  C100 1.078
112 H 24.60 26.64 14.16  C100 1.099
113 H 24.91 28.22 15.94  N101 1.038
114 H 27.08 26.49 15.03  C102 1.102
115 H 25.83 26.07 16.05  C102 1.086
116 H 28.10 28.11 16.74  C103 1.119
117 H 27.79 26.56 17.59  C103 1.078
118 H 26.23 29.19 19.68  C105 1.082
119 H 27.84 28.80 19.16  C105 1.098
120 H 26.80 27.59 19.95  C105 1.108
121 C 19.30 24.05 26.68  O122 1.415, H130 1.125, H131 1.104, H132 1.090
122 O 19.25 25.37 26.15  C121 1.415, C123 1.419
123 C 20.35 25.62 25.29  O122 1.419, C124 1.476, H133 1.077, H134 1.050
124 C 20.31 27.01 24.81  C123 1.476, N125 1.477, H135 1.163, H136 1.086
125 N 19.23 27.23 23.83  C124 1.477, C126 1.440, H137 1.021
126 C 19.12 28.59 23.36  N125 1.440, C127 1.495, H138 1.122, H139 1.111
127 C 18.01 28.70 22.38  C126 1.495, O128 1.442, H140 1.122, H141 1.129
128 O 16.80 28.56 23.16  C127 1.442, C129 1.414
129 C 15.62 28.72 22.40  O128 1.414, H142 1.047, H143 1.120, H144 1.105
130 H 20.26 23.88 27.23  C121 1.125
131 H 19.30 23.25 25.93  C121 1.104
132 H 18.47 23.91 27.38  C121 1.090
133 H 20.31 24.99 24.41  C123 1.077
134 H 21.26 25.52 25.80  C123 1.050
135 H 21.33 27.19 24.28  C124 1.163
136 H 20.19 27.73 25.62  C124 1.086
137 H 18.39 26.90 24.31  N125 1.021
138 H 20.11 28.76 22.87  C126 1.122
139 H 18.95 29.37 24.14  C126 1.111
140 H 18.00 27.91 21.59  C127 1.122
141 H 18.03 29.74 21.92  C127 1.129
142 H 15.61 29.71 22.06  C129 1.047
143 H 14.76 28.42 23.05  C129 1.120
144 H 15.73 28.07 21.51  C129 1.105
145 C 27.25 36.84 13.09  O146 1.420, H154 1.104, H155 1.116, H156 1.098
146 O 26.90 35.47 13.26  C145 1.420, C147 1.396
147 C 26.38 35.14 14.51  O146 1.396, C148 1.539, H157 1.100, H158 1.098
148 C 26.34 33.61 14.57  C147 1.539, N149 1.462, H159 1.073, H160 1.085
149 N 25.62 33.12 15.74  C148 1.462, C150 1.488, H161 0.996
150 C 25.35 31.65 15.77  N149 1.488, C151 1.502, H162 1.100, H163 1.111
151 C 24.73 31.25 17.08  C150 1.502, O152 1.491, H164 1.058, H165 1.114
152 O 25.71 31.60 18.15  C151 1.491, C153 1.433
153 C 25.01 31.91 19.37  O152 1.433, H166 1.094, H167 1.089, H168 1.111
154 H 26.45 37.59 13.11  C145 1.104
155 H 27.65 36.91 12.05  C145 1.116
156 H 28.02 37.10 13.83  C145 1.098
157 H 25.36 35.52 14.70  C147 1.100
158 H 27.03 35.53 15.30  C147 1.098
159 H 27.34 33.23 14.45  C148 1.073
160 H 25.79 33.27 13.69  C148 1.085
161 H 26.12 33.20 16.59  N149 0.996
162 H 26.24 31.04 15.58  C150 1.100
163 H 24.63 31.41 14.96  C150 1.111
164 H 24.50 30.22 17.05  C151 1.058
165 H 23.78 31.81 17.25  C151 1.114
166 H 25.70 32.40 20.06  C153 1.094
167 H 24.64 30.97 19.78  C153 1.089
168 H 24.23 32.68 19.24  C153 1.111
169 C 24.11 18.77 22.46  O170 1.422, H178 1.093, H179 1.107, H180 1.095
170 O 23.79 17.41 22.73  C169 1.422, C171 1.437
171 C 23.21 17.18 24.02  O170 1.437, C172 1.488, H181 1.126, H182 1.116
172 C 22.37 15.95 23.92  C171 1.488, N173 1.419, H183 1.085, H184 1.105
173 N 21.12 16.24 23.33  C172 1.419, C174 1.473, H185 1.050
174 C 19.99 15.31 23.55  N173 1.473, C175 1.533, H186 1.081, H187 1.106
175 C 20.28 13.86 23.16  C174 1.533, O176 1.432, H188 1.109, H189 1.089
176 O 20.51 13.75 21.75  C175 1.432, C177 1.395
177 C 21.13 12.53 21.51  O176 1.395, H190 1.092, H191 1.107, H192 1.103
178 H 23.30 19.44 22.76  C169 1.093
179 H 24.23 18.92 21.37  C169 1.107
180 H 25.04 19.03 22.98  C169 1.095
181 H 22.60 18.07 24.33  C171 1.126
182 H 24.03 17.00 24.76  C171 1.116
183 H 22.14 15.54 24.90  C172 1.085
184 H 22.94 15.20 23.34  C172 1.105
185 H 21.22 16.50 22.32  N173 1.050
186 H 19.17 15.61 22.92  C174 1.081
187 H 19.80 15.29 24.64  C174 1.106
188 H 19.42 13.24 23.49  C175 1.109
189 H 21.20 13.44 23.56  C175 1.089
190 H 20.58 11.74 22.03  C177 1.092
191 H 22.18 12.52 21.84  C177 1.107
192 H 21.10 12.27 20.43  C177 1.103
193 C 22.38 18.73 14.02  O194 1.449, H202 1.113, H203 1.075, H204 1.094
194 O 22.38 20.02 14.69  C193 1.449, C195 1.415
195 C 21.38 20.29 15.66  O194 1.415, C196 1.580, H205 1.109, H206 1.090
196 C 21.73 19.64 17.05  C195 1.580, N197 1.409, H207 1.089, H208 1.124
197 N 22.75 20.23 17.82  C196 1.409, C198 1.428, H209 1.015
198 C 22.59 21.64 18.01  N197 1.428, C199 1.535, H210 1.094, H211 1.109
199 C 23.85 22.20 18.69  C198 1.535, O200 1.433, H212 1.086, H213 1.079
200 O 25.03 21.72 18.04  C199 1.433, C201 1.428
201 C 25.23 22.34 16.77  O200 1.428, H214 1.115, H215 1.131, H216 1.100
202 H 22.08 17.89 14.68  C193 1.113
203 H 23.42 18.55 13.83  C193 1.075
204 H 21.74 18.87 13.14  C193 1.094
205 H 20.41 19.82 15.39  C195 1.109
206 H 21.31 21.38 15.74  C195 1.090
207 H 21.88 18.57 16.99  C196 1.089
208 H 20.75 19.72 17.61  C196 1.124
209 H 23.69 19.96 17.56  N197 1.015
210 H 21.65 21.88 18.53  C198 1.094
211 H 22.55 22.21 17.06  C198 1.109
212 H 23.90 21.74 19.68  C199 1.086
213 H 23.78 23.27 18.69  C199 1.079
214 H 25.35 23.44 16.94  C201 1.115
215 H 24.39 22.13 16.05  C201 1.131
216 H 26.14 21.93 16.33  C201 1.100
217 C 30.66 19.22 22.45  O218 1.391, H226 1.066, H227 1.086, H228 1.109
218 O 29.43 19.63 21.94  C217 1.391, C219 1.358
219 C 28.47 19.91 22.86  O218 1.358, C220 1.530, H229 1.161, H230 1.140
220 C 27.34 20.71 22.22  C219 1.530, N221 1.470, H231 1.103, H232 1.078
221 N 27.86 21.93 21.60  C220 1.470, C222 1.500, H233 1.009
222 C 27.06 22.30 20.39  N221 1.500, C223 1.544, H234 1.075, H235 1.097
223 C 27.83 23.38 19.60  C222 1.544, O224 1.389, H236 1.108, H237 1.082
224 O 29.15 22.94 19.53  C223 1.389, C225 1.387
225 C 30.01 23.69 18.75  O224 1.387, H238 1.103, H239 1.057, H240 1.081
226 H 31.11 19.88 23.15  C217 1.066
227 H 31.35 19.20 21.61  C217 1.086
228 H 30.79 18.22 22.91  C217 1.109
229 H 28.95 20.65 23.62  C219 1.161
230 H 28.05 19.02 23.45  C219 1.140
231 H 26.64 20.87 23.07  C220 1.103
232 H 26.85 20.09 21.48  C220 1.078
233 H 28.76 21.77 21.18  N221 1.009
234 H 26.08 22.70 20.57  C222 1.075
235 H 26.94 21.43 19.73  C222 1.097
236 H 27.61 24.26 20.24  C223 1.108
237 H 27.42 23.55 18.61  C223 1.082
238 H 29.84 23.50 17.68  C225 1.103
239 H 31.03 23.42 18.88  C225 1.057
240 H 29.87 24.75 18.95  C225 1.081
241 C 17.61 24.11 22.03  O242 1.396, H250 1.107, H251 1.109, H252 1.071
242 O 17.41 23.53 20.77  C241 1.396, C243 1.466
243 C 18.60 22.79 20.36  O242 1.466, C244 1.531, H253 1.096, H254 1.094
244 C 18.29 22.18 18.99  C243 1.531, N245 1.398, H255 1.101, H256 1.137
245 N 17.92 23.13 18.03  C244 1.398, C246 1.439, H257 1.022
246 C 18.93 23.90 17.35  N245 1.439, C247 1.481, H258 1.114, H259 1.106
247 C 18.28 24.58 16.21  C246 1.481, O248 1.399, H260 1.117, H261 1.111
248 O 19.18 25.58 15.80  C247 1.399, C249 1.433
249 C 18.86 26.09 14.51  O248 1.433, H262 1.103, H263 1.098, H264 1.096
250 H 16.72 24.65 22.40  C241 1.107
251 H 18.46 24.82 21.96  C241 1.109
252 H 17.85 23.36 22.75  C241 1.071
253 H 18.84 22.00 21.08  C243 1.096
254 H 19.49 23.42 20.34  C243 1.094
255 H 17.60 21.34 19.11  C244 1.101
256 H 19.28 21.71 18.68  C244 1.137
257 H 17.30 23.77 18.54  N245 1.022
258 H 19.71 23.18 17.01  C246 1.114
259 H 19.54 24.53 18.02  C246 1.106
260 H 17.30 25.05 16.48  C247 1.117
261 H 18.02 23.86 15.40  C247 1.111
262 H 18.75 25.25 13.80  C249 1.103
263 H 19.74 26.70 14.26  C249 1.098
264 H 17.92 26.66 14.52  C249 1.096
265 C 21.09 32.29 14.07  O266 1.393, H274 1.096, H275 1.105, H276 1.118
266 O 20.13 31.28 14.19  C265 1.393, C267 1.460
267 C 20.38 30.47 15.37  O266 1.460, C268 1.572, H277 1.123, H278 1.107
268 C 20.02 31.15 16.74  C267 1.572, N269 1.480, H279 1.114, H280 1.086
269 N 20.15 30.13 17.80  C268 1.480, C270 1.426, H281 1.022
270 C 21.49 29.99 18.26  N269 1.426, C271 1.568, H282 1.128, H283 1.082
271 C 21.49 29.48 19.75  C270 1.568, O272 1.456, H284 1.089, H285 1.107
272 O 21.01 30.63 20.50  C271 1.456, C273 1.441
273 C 22.01 31.26 21.32  O272 1.441, H286 1.147, H287 1.083, H288 1.062
274 H 20.86 32.77 13.11  C265 1.096
275 H 22.14 31.97 14.15  C265 1.105
276 H 20.84 33.11 14.79  C265 1.118
277 H 21.48 30.26 15.36  C267 1.123
278 H 19.77 29.55 15.24  C267 1.107
279 H 18.94 31.42 16.70  C268 1.114
280 H 20.65 32.02 16.89  C268 1.086
281 H 19.59 30.40 18.61  N269 1.022
282 H 22.04 30.97 18.30  C270 1.128
283 H 22.07 29.37 17.58  C270 1.082
284 H 22.48 29.21 20.13  C271 1.089
285 H 20.85 28.60 19.93  C271 1.107
286 H 22.63 32.06 20.77  C273 1.147
287 H 22.68 30.51 21.71  C273 1.083
288 H 21.56 31.75 22.14  C273 1.062
289 O 22.54 16.45 20.41  H290 0.975, H291 0.948
290 H 23.25 16.73 21.03  O289 0.975
291 H 22.17 15.69 20.83  O289 0.948
292 O 25.16 26.64 24.07  H293 0.938, H294 0.968
293 H 25.05 27.31 24.72  O292 0.938
294 H 26.04 26.77 23.67  O292 0.968
295 O 19.96 18.38 24.66  H296 1.010, H297 0.962
296 H 20.43 17.65 24.16  O295 1.010
297 H 19.38 18.67 23.95  O295 0.962
298 O 22.56 21.72 12.45  H299 0.975, H300 0.954
299 H 23.53 21.67 12.49  O298 0.975
300 H 22.23 21.09 13.09  O298 0.954
301 O 19.21 19.40 21.79  H302 0.941, H303 0.985
302 H 18.40 19.26 21.33  O301 0.941
303 H 19.93 19.24 21.13  O301 0.985
304 O 27.85 24.37 13.26  H305 0.940, H306 0.968
305 H 27.08 24.71 12.85  O304 0.940
306 H 27.70 23.41 13.23  O304 0.968
307 O 24.90 24.39 12.32  H308 0.980, H309 0.962
308 H 25.15 23.44 12.28  O307 0.980
309 H 24.02 24.46 11.93  O307 0.962
310 O 21.49 24.27 12.24  H311 0.985, H312 0.992
311 H 21.71 23.36 12.53  O310 0.985
312 H 20.70 24.17 11.65  O310 0.992
313 O 21.31 18.90 20.01  H314 0.977, H315 0.970
314 H 21.76 18.03 19.98  O313 0.977
315 H 21.92 19.39 19.43  O313 0.970
316 O 27.00 26.20 22.09  H317 0.981, H318 0.995
317 H 26.28 25.56 21.91  O316 0.981
318 H 27.73 25.58 22.37  O316 0.995
319 O 27.36 23.68 23.89  H320 0.970, H321 0.948
320 H 26.42 23.72 23.66  O319 0.970
321 H 27.76 23.08 23.28  O319 0.948
322 O 25.00 24.18 22.40  H323 0.941, H324 0.985
323 H 24.21 23.77 22.08  O322 0.941
324 H 24.62 24.85 23.02  O322 0.985

Values from the calculation:
**Charge**: 0
**HOMO level**: -0.308 hartree
**E_LUMO**: 0.128 eV